Arrangement one

72
Properties=species:S:1:pos:R:3:mulliken_spin:R:1 method="wB97M-V/def2-TZVPD" lumo_ev="-1.94 / -1.93" spin_multiplicity=2 gap_ev="4.83 / 4.77"
Hg 1.266 0.203 1.030 0.002
C -0.991 2.614 -1.703 0.000
Sb -0.566 2.503 0.386 -0.001
C -1.537 4.349 0.928 -0.001
C -2.283 1.190 0.811 0.001
C -2.967 1.476 2.102 0.001
C -4.010 2.405 2.029 0.000
C -4.746 2.785 3.130 0.000
C -4.442 2.232 4.363 -0.001
C -3.407 1.328 4.460 -0.004
C -2.658 0.922 3.352 -0.001
C -1.533 -0.012 3.716 0.013
Sb -0.542 -1.390 2.336 -0.006
C 0.444 -2.507 3.897 0.001
C -2.164 -2.674 1.929 0.000
H -1.915 3.159 -1.829 0.000
H -1.099 1.620 -2.132 0.000
H -0.194 3.138 -2.216 0.000
H -2.465 4.410 0.368 0.000
H -0.892 5.174 0.642 0.000
H -1.740 4.408 1.993 0.000
H -1.943 0.153 0.711 0.000
H -2.962 1.385 -0.020 0.000
H -4.246 2.830 1.063 0.000
H -5.543 3.505 3.027 0.000
H -5.004 2.504 5.241 0.000
H -3.144 0.929 5.427 -0.001
H -1.868 -0.686 4.514 0.001
H -0.741 0.600 4.172 -0.003
H -0.285 -2.766 4.663 0.000
H 1.255 -1.933 4.350 0.000
H 0.856 -3.419 3.463 0.000
H -2.571 -3.027 2.863 0.000
H -1.822 -3.518 1.346 0.000
H -2.929 -2.144 1.380 0.000
C 2.831 -4.860 -0.961 0.000
C 3.666 -3.770 -1.140 0.000
C 3.130 -2.505 -1.320 0.000
C 1.753 -2.329 -1.333 0.000
C 0.919 -3.424 -1.120 0.000
C 1.455 -4.687 -0.943 0.000
As 0.901 -0.588 -1.629 0.000
C 0.154 -0.950 -3.358 0.000
C -0.999 -1.655 -3.629 0.000
C -1.371 -1.865 -4.949 0.000
C -0.575 -1.376 -5.974 0.000
C 0.586 -0.672 -5.698 0.000
C 0.958 -0.433 -4.382 0.000
C 2.126 0.326 -3.938 0.000
C 3.029 1.001 -4.747 0.000
C 4.074 1.714 -4.178 0.000
C 4.237 1.760 -2.803 0.000
C 3.339 1.090 -1.985 0.000
C 2.295 0.374 -2.545 0.000
H 3.252 -5.846 -0.830 0.000
H 4.740 -3.896 -1.143 0.000
H 3.787 -1.651 -1.466 0.000
H -0.162 -3.284 -1.121 0.000
H 0.799 -5.534 -0.793 0.000
H -1.607 -2.041 -2.817 0.000
H -2.278 -2.410 -5.175 0.000
H -0.866 -1.542 -7.002 0.000
H 1.210 -0.309 -6.504 0.000
H 2.910 0.982 -5.822 0.000
H 4.768 2.245 -4.812 0.000
H 5.049 2.318 -2.360 0.000
H 3.473 1.136 -0.901 0.000
Se 4.679 3.074 5.015 0.109
Sb 2.408 2.204 5.117 -0.065
Se 2.257 0.567 6.916 0.889
Se 0.826 3.993 5.588 0.081
Se 1.635 1.098 2.947 -0.013



Arrangement two

72
Properties=species:S:1:pos:R:3:mulliken_spin:R:1 method="wB97M-V/def2-TZVPD" lumo_ev="-1.68 / -1.68" spin_multiplicity=2 gap_ev="5.19 / 5.15"
Hg -0.097 -0.290 0.130 -0.001
C -2.189 3.387 -1.078 0.000
Sb -1.740 2.267 0.703 -0.001
C -2.467 3.707 2.102 0.000
C -3.587 1.088 0.570 0.000
C -4.259 0.800 1.883 0.000
C -5.205 1.751 2.296 0.000
C -5.905 1.644 3.480 0.000
C -5.670 0.553 4.303 0.000
C -4.741 -0.392 3.914 0.000
C -4.023 -0.305 2.713 0.000
C -3.010 -1.425 2.539 0.001
Sb -2.187 -2.110 0.681 -0.001
C -1.382 -3.913 1.468 0.003
C -3.986 -2.854 -0.198 0.000
H -3.060 4.017 -0.890 0.000
H -2.411 2.716 -1.909 0.000
H -1.343 4.019 -1.350 0.000
H -3.401 4.114 1.715 0.000
H -1.731 4.505 2.190 0.000
H -2.628 3.253 3.076 0.000
H -3.361 0.198 -0.017 0.000
H -4.244 1.708 -0.042 0.000
H -5.392 2.600 1.647 0.000
H -6.624 2.404 3.758 0.000
H -6.205 0.436 5.236 0.000
H -4.539 -1.232 4.570 0.000
H -3.443 -2.342 2.944 0.000
H -2.137 -1.205 3.161 -0.001
H -2.147 -4.405 2.068 0.000
H -0.514 -3.690 2.086 -0.003
H -1.088 -4.563 0.646 0.000
H -4.460 -3.549 0.496 0.000
H -3.760 -3.375 -1.129 0.000
H -4.667 -2.028 -0.403 0.000
C 0.914 -4.050 -3.931 0.000
C 1.881 -3.092 -3.664 0.000
C 1.509 -1.817 -3.254 0.000
C 0.164 -1.501 -3.117 0.000
C -0.805 -2.470 -3.363 0.000
C -0.431 -3.741 -3.776 0.000
As -0.445 0.261 -2.550 0.000
C -1.265 0.857 -4.196 0.000
C -2.510 0.511 -4.692 0.000
C -2.902 1.003 -5.931 0.000
C -2.045 1.826 -6.650 0.000
C -0.801 2.171 -6.145 0.000
C -0.399 1.700 -4.900 0.000
C 0.880 2.011 -4.220 0.000
C 1.860 2.881 -4.680 0.000
C 2.994 3.111 -3.913 0.000
C 3.161 2.485 -2.684 0.000
C 2.183 1.617 -2.213 0.000
C 1.060 1.377 -2.987 0.000
H 1.207 -5.039 -4.258 0.000
H 2.930 -3.332 -3.774 0.000
H 2.268 -1.073 -3.050 0.000
H -1.857 -2.230 -3.247 0.000
H -1.189 -4.487 -3.976 0.000
H -3.171 -0.134 -4.127 0.000
H -3.873 0.746 -6.332 0.000
H -2.353 2.207 -7.615 0.000
H -0.139 2.805 -6.722 0.000
H 1.739 3.389 -5.628 0.000
H 3.752 3.796 -4.271 0.000
H 4.042 2.674 -2.086 0.000
H 2.312 1.136 -1.250 0.000
Se 4.552 0.130 3.735 0.060
Sb 2.312 -0.540 4.287 -0.060
Se 2.293 -2.902 4.993 0.940
Se 1.096 0.749 5.913 0.065
Se 0.711 -0.480 2.250 -0.003



Most stable one: arrangement two, least stable one: arrangement one.



Arrangement one

12
Properties=species:S:1:pos:R:3:mulliken_charge:R:1 method="wB97M-V/def2-TZVPD" lumo_ev=4.10 charge=-1 gap_ev=6.84 smiles="C=CP([O-])OC"
C -0.249 1.703 -0.083 -0.679
C 0.944 1.324 0.267 -0.363
P 1.997 0.016 -0.497 -0.143
O 3.347 0.074 0.330 -0.697
O 1.239 -1.238 0.345 -0.172
C -0.037 -1.650 -0.101 -0.480
H -0.691 2.640 0.323 0.198
H -0.807 1.372 -0.863 0.405
H 1.287 1.754 1.165 0.367
H -0.089 -2.128 -1.093 0.251
H -0.808 -0.774 -0.304 0.111
H -0.125 -2.388 0.673 0.201



Arrangement two

12
Properties=species:S:1:pos:R:3:mulliken_charge:R:1 method="wB97M-V/def2-TZVPD" lumo_ev=4.24 charge=-1 gap_ev=8.19
C 0.528 0.867 -0.234 -0.518
C -0.815 0.463 -0.801 -0.832
C 1.030 -0.414 0.418 -0.729
O -0.755 -2.410 -0.167 -0.754
O -1.453 -0.528 1.937 -0.832
P -0.693 -1.058 0.414 0.806
H 1.167 1.445 -0.967 0.332
H 0.298 1.769 0.459 0.184
H -1.639 0.981 -0.581 0.438
H -0.798 0.016 -1.827 0.250
H 1.634 -0.990 -0.140 0.413
H 1.497 -0.141 1.490 0.242



Arrangement three

12
Properties=species:S:1:pos:R:3:mulliken_charge:R:1 method="wB97M-V/def2-TZVPD" lumo_ev="4.07 / 4.07" charge=-1 gap_ev="6.10 / 6.10"
C -2.115 -1.124 0.167 -0.553
C -1.077 -1.913 0.307 -0.533
C 0.981 1.759 -0.033 -0.413
O 2.438 -0.426 -1.164 -0.514
O 1.533 0.833 0.845 -0.276
P 2.095 -0.662 0.258 0.337
H -3.150 -1.452 -0.054 0.237
H -2.028 -0.046 0.263 0.072
H -1.175 -2.997 0.202 0.046
H 1.409 1.645 -1.036 0.234
H 1.190 2.766 0.343 0.223
H -0.102 1.616 -0.098 0.140



Most stable one: arrangement two, least stable one: arrangement three.